C16H44ClN4O4Pd | the ωB97M-V functional and the def2-TZVPD basis

Positions of all 70 atoms, in Å:
Pd -1.675 3.004 -2.645
Cl -0.281 0.990 -1.827
C -1.807 3.682 2.433
C -1.563 2.179 2.445
C -2.410 1.457 3.468
O -2.020 0.091 3.476
C -2.641 -0.633 4.503
N -1.788 1.602 1.111
H -1.770 4.070 3.451
H -2.665 3.973 1.833
H -0.929 4.162 1.986
H -0.516 2.008 2.727
H -3.455 1.549 3.136
H -2.274 1.864 4.472
H -3.692 -0.375 4.665
H -2.087 -0.598 5.447
H -2.657 -1.701 4.262
H -1.917 0.598 1.184
H -0.923 1.675 0.581
C 3.984 0.355 -5.215
C 3.031 0.732 -4.091
C 3.499 1.886 -3.242
O 3.534 3.070 -3.991
C 3.805 4.211 -3.210
N 1.657 0.845 -4.628
H 3.715 -0.496 -5.842
H 4.987 0.160 -4.823
H 4.101 1.183 -5.921
H 3.072 -0.147 -3.422
H 4.444 1.672 -2.733
H 2.717 1.976 -2.464
H 4.883 4.350 -3.054
H 3.388 4.073 -2.205
H 3.413 5.083 -3.726
H 1.078 1.001 -3.802
H 1.392 -0.088 -4.928
C -2.259 -2.540 -0.928
C -3.438 -1.620 -0.530
C -3.668 -1.495 0.997
O -4.190 -2.623 1.593
C -3.278 -3.648 1.958
N -3.251 -0.345 -1.160
H -2.368 -3.455 -0.347
H -1.296 -2.146 -0.603
H -2.244 -2.804 -1.982
H -4.391 -2.007 -0.907
H -4.334 -0.637 1.139
H -2.787 -1.122 1.543
H -3.590 -4.087 2.910
H -2.259 -3.274 2.062
H -3.383 -4.516 1.300
H -2.343 0.116 -0.972
H -3.337 -0.469 -2.172
C 3.229 -1.009 -0.240
C 2.124 -2.000 0.108
C 1.295 -1.543 1.299
O 2.154 -1.355 2.400
C 1.521 -0.752 3.504
N 1.209 -2.331 -0.979
H 3.746 -1.307 -1.152
H 3.979 -0.947 0.549
H 2.833 0.011 -0.317
H 2.657 -2.886 0.470
H 0.570 -2.323 1.573
H 0.778 -0.612 1.002
H 1.110 -1.500 4.189
H 0.814 0.040 3.247
H 2.312 -0.251 4.070
H 0.760 -1.445 -1.202
H 1.693 -2.578 -1.836

Output
Energy relative to the best compared isomer or geometry (same formula, charge and spin)   60.6 kcal/mol
Total charge   +1
Multiplicity   3
Orbital gap (spin up / spin down)   6.5 / 3.5 eV

***

C16H44N2O7 | the ωB97M-V functional and the def2-TZVPD basis

Positions of all 69 atoms, in Å:
C 5.149 6.954 -5.074
O 5.642 5.656 -4.905
C 5.474 4.831 -6.096
C 6.068 3.488 -5.693
N 5.131 2.939 -4.729
C 5.727 1.946 -3.860
C 4.791 1.472 -2.788
O 4.408 2.375 -1.743
C 5.301 2.393 -0.592
H 5.779 7.471 -5.798
H 5.159 7.529 -4.148
H 4.164 7.044 -5.532
H 5.893 5.138 -7.055
H 4.404 4.854 -6.305
H 7.071 3.749 -5.355
H 6.147 2.925 -6.623
H 5.036 3.768 -4.160
H 6.391 2.486 -3.184
H 6.167 1.087 -4.367
H 5.046 0.457 -2.485
H 3.863 1.272 -3.325
H 4.911 2.954 0.256
H 6.088 3.103 -0.850
H 5.617 1.378 -0.349
C -3.049 -2.817 -1.923
O -3.842 -2.117 -2.815
C -3.272 -1.966 -4.120
C -4.240 -1.250 -5.116
N -5.516 -1.816 -5.439
C -6.511 -2.059 -4.344
C -7.839 -2.481 -4.997
O -8.764 -2.986 -4.103
C -9.316 -2.141 -3.066
H -2.288 -2.072 -1.690
H -2.575 -3.718 -2.313
H -3.658 -3.141 -1.079
H -2.901 -2.873 -4.597
H -2.324 -1.430 -4.157
H -3.575 -1.256 -5.980
H -4.511 -0.210 -4.932
H -5.895 -1.465 -6.307
H -6.644 -1.070 -3.907
H -6.247 -2.830 -3.621
H -7.604 -3.307 -5.668
H -8.200 -1.616 -5.554
H -8.519 -1.686 -2.477
H -9.903 -2.666 -2.313
H -9.975 -1.452 -3.594
C 1.412 0.944 11.255
C 2.517 -0.181 11.211
O 3.063 0.143 9.912
H 1.809 1.955 11.165
H 0.874 0.912 12.202
H 0.737 0.874 10.401
H 2.161 -1.189 11.423
H 3.205 0.119 12.002
H 2.894 -0.501 9.221
C -2.738 -4.420 9.927
O -2.084 -3.200 9.584
H -3.662 -4.521 9.358
H -2.030 -5.248 9.889
H -3.070 -4.453 10.965
H -2.751 -2.538 9.779
C 0.902 -2.501 4.743
O 1.268 -3.190 5.956
H 1.062 -1.428 4.847
H 1.706 -2.725 4.042
H -0.110 -2.689 4.385
H 0.581 -3.011 6.602

Output
Energy relative to the best compared isomer or geometry (same formula, charge and spin)   62.7 kcal/mol
Multiplicity   1
Orbital gap   8.7 eV

***

C16H44N4O4 | the ωB97M-V functional and the def2-TZVPD basis

Positions of all 68 atoms, in Å:
C 2.539 -0.144 -2.906
O 1.393 0.680 -2.890
C 1.117 1.421 -4.072
C 2.293 2.334 -4.494
C 2.590 3.398 -3.398
N 2.032 3.130 -5.721
H 2.758 -0.714 -2.003
H 3.420 0.494 -2.976
H 2.708 -0.788 -3.768
H 0.948 0.630 -4.803
H 0.211 1.988 -3.858
H 3.174 1.734 -4.724
H 3.369 4.142 -3.565
H 2.830 2.861 -2.480
H 1.634 3.863 -3.159
H 2.890 3.546 -6.055
H 1.553 3.935 -5.344
C 3.241 1.139 1.664
O 1.844 0.875 1.790
C 0.972 1.192 0.657
C 0.503 2.575 0.230
C -0.050 3.332 1.437
N -0.495 2.340 -0.805
H 3.754 1.100 2.624
H 3.475 2.035 1.090
H 3.554 0.273 1.081
H 1.193 0.555 -0.199
H 0.012 0.786 0.978
H 1.267 3.233 -0.186
H 0.173 4.399 1.441
H 0.436 2.816 2.265
H -1.123 3.155 1.504
H -1.389 2.202 -0.355
H -0.266 1.537 -1.374
C -2.889 -3.828 4.305
O -1.669 -3.103 3.979
C -1.739 -1.689 3.980
C -0.433 -1.027 3.607
C 0.691 -1.668 4.337
N -0.431 0.339 4.088
H -3.313 -3.572 5.276
H -2.519 -4.853 4.275
H -3.657 -3.793 3.532
H -2.567 -1.260 3.415
H -1.944 -1.400 5.011
H -0.375 -1.033 2.518
H 0.543 -1.709 5.416
H 1.650 -1.157 4.258
H 0.783 -2.677 3.934
H 0.465 0.787 3.960
H -1.179 0.845 3.636
C 0.350 -2.509 -2.161
O -0.940 -2.820 -1.616
C -1.667 -1.669 -1.221
C -3.044 -2.189 -0.714
C -4.166 -1.197 -0.408
N -2.921 -2.964 0.472
H 0.190 -2.450 -3.237
H 1.070 -3.314 -2.020
H 0.661 -1.601 -1.644
H -1.128 -0.966 -0.587
H -1.579 -1.097 -2.145
H -3.424 -2.907 -1.441
H -4.057 -0.555 -1.282
H -3.996 -0.564 0.464
H -5.220 -1.471 -0.370
H -3.873 -3.300 0.467
H -2.234 -3.681 0.291

Output
Energy relative to the best compared isomer or geometry (same formula, charge and spin)   68.8 kcal/mol
Multiplicity   1
Orbital gap   9.4 eV

***

- Which of these has the highest energy relative to the best compared isomer or geometry (same formula, charge and spin)?
  C16H44N4O4

***

- Which of these has the highest multiplicity?
  C16H44ClN4O4Pd

***

- What is the formula in the first record?
  C16H44ClN4O4Pd

***

- Which of these has the highest multiplicity?
  C16H44ClN4O4Pd